The following is a quantum chemistry calculation of a 2-piece molecular cluster, C3H9NS2 overall in a non-equilibrium geometry, from the OMol25 dataset.

Last columns: bonded neighbours and bond lengths (Å).
CARTESIAN COORDINATES (ANGSTROEM)
1 S -2.343 -0.410 1.484  S2 2.194, H10 1.346
2 S -3.322 -0.720 -0.455  S1 2.194, C6 1.841
3 N 1.547 -0.042 -0.217  C4 1.446, C5 1.274
4 C 2.229 -0.710 0.869  N3 1.446, H12 1.101, H14 1.102, H15 1.101
5 C 1.231 1.171 0.012  N3 1.274, H7 1.092, H13 1.078
6 C -2.071 0.169 -1.472  S2 1.841, H8 1.096, H9 1.099, H11 1.079
7 H 1.635 1.638 0.912  C5 1.092
8 H -2.294 -0.136 -2.500  C6 1.096
9 H -2.375 1.225 -1.444  C6 1.099
10 H -1.238 -1.125 1.205  S1 1.346
11 H -1.034 0.049 -1.196  C6 1.079
12 H 2.876 -0.057 1.475  C4 1.101
13 H 0.710 1.670 -0.788  C5 1.078
14 H 1.608 -1.188 1.643  C4 1.102
15 H 2.841 -1.535 0.473  C4 1.101

Calculated values
DFT total energy (eV): -26416.1138
SMILES: C=NC.CSS
Kohn-Sham gap (eV): 9.00
Relative energy (zero: lowest compared OMol25 entry of this formula, charge and spin) (eV): 1.563

---

The following is a quantum chemistry calculation of an isolated ion of composition C3H9NS2 and charge +1 in a non-equilibrium geometry, from the OMol25 dataset.

Last columns: bonded neighbours and bond lengths (Å).
CARTESIAN COORDINATES (ANGSTROEM)
1 S 2.983 -0.239 2.164  S2 2.043, H13 1.344
2 S 1.053 -0.445 1.528  S1 2.043, C6 1.774
3 N -2.443 0.283 -0.435  C5 1.409, H9 1.007, H14 1.008
4 C -0.108 -0.359 -0.800  C5 1.542, C6 1.547, H7 1.095, H12 1.101
5 C -1.129 0.773 -0.563  N3 1.409, C4 1.542, H8 1.090, H11 1.140
6 C 1.318 -0.231 -0.213  S2 1.774, C4 1.547, H10 1.090, H15 1.093
7 H -0.580 -1.207 -0.292  C4 1.095
8 H -1.090 1.511 -1.364  C5 1.090
9 H -3.187 0.789 -0.888  N3 1.007
10 H 1.865 -1.109 -0.558  C6 1.090
11 H -0.736 1.292 0.373  C5 1.140
12 H -0.099 -0.552 -1.884  C4 1.101
13 H 3.177 -1.306 2.959  S1 1.344
14 H -2.784 0.081 0.492  N3 1.008
15 H 1.761 0.720 -0.518  C6 1.093

Calculated values
Spin multiplicity: 2
Charge: +1
DFT total energy (eV): -26408.6784
Kohn-Sham gap (alpha / beta) (eV): 8.25 / 4.32
Relative energy (zero: lowest compared OMol25 entry of this formula, charge and spin) (eV): 0.791